[1]
# C44H105ClLi2N7O20

C44H105ClLi2N7O20 as an isolated structure at a distorted geometry (ωB97M-V with the def2-TZVPD basis set, the Open Molecules 2025 dataset).

Cartesian coordinates (Å):
Li1 0.91 3.20 -2.46
Li2 -1.77 2.26 -3.31
Cl1 -0.71 1.98 -0.91
C1 0.78 2.16 -4.66
O1 -0.21 2.80 -4.44
O2 1.71 2.05 -3.84
O3 0.92 1.51 -5.67
C2 -3.46 0.93 -4.17
O4 -2.57 1.31 -4.96
O5 -4.44 0.29 -4.61
O6 -3.52 1.25 -2.98
C3 6.50 -7.65 -2.51
O7 5.52 -7.65 -1.47
C4 4.32 -6.84 -1.73
C5 3.59 -6.82 -0.45
N1 2.37 -6.04 -0.50
C6 1.86 -5.80 0.87
C7 0.71 -4.72 0.91
O8 1.19 -3.47 0.52
C8 0.62 -2.36 1.34
H1 6.84 -6.63 -2.72
H2 6.22 -8.20 -3.40
H3 7.41 -8.13 -2.16
H4 3.77 -7.25 -2.58
H5 4.56 -5.81 -2.00
H6 4.25 -6.37 0.30
H7 3.47 -7.83 -0.07
H8 2.50 -5.10 -0.84
H9 2.68 -5.48 1.51
H10 1.52 -6.71 1.36
H11 0.48 -4.75 1.98
H12 -0.02 -5.07 0.17
H13 0.91 -1.36 1.03
H14 0.66 -2.51 2.42
H15 -0.46 -2.34 1.22
C9 3.03 2.80 -0.57
O9 2.41 3.77 -1.40
C10 2.02 4.92 -0.64
C11 1.11 5.79 -1.54
N2 -0.09 5.03 -1.86
C12 -1.12 5.88 -2.50
C13 -1.85 6.83 -1.45
O10 -2.41 6.24 -0.33
C14 -3.02 7.18 0.64
H16 3.91 3.19 -0.05
H17 3.38 1.91 -1.09
H18 2.34 2.49 0.22
H19 2.93 5.49 -0.47
H20 1.47 4.84 0.30
H21 1.53 6.12 -2.48
H22 0.81 6.68 -0.98
H23 -0.54 4.77 -0.99
H24 -1.95 5.26 -2.86
H25 -0.84 6.40 -3.41
H26 -2.74 7.20 -1.95
H27 -1.16 7.65 -1.21
H28 -3.59 6.67 1.42
H29 -3.75 7.83 0.16
H30 -2.23 7.80 1.06
C15 -8.42 -2.82 -1.30
O11 -7.62 -1.71 -1.08
C16 -8.26 -0.39 -0.96
C17 -7.39 0.85 -0.97
N3 -6.93 1.26 -2.27
C18 -6.28 2.60 -2.14
C19 -6.34 3.26 -3.61
O12 -7.35 4.21 -3.71
C20 -8.10 4.16 -4.96
H31 -7.84 -3.74 -1.37
H32 -8.93 -2.81 -2.26
H33 -9.19 -2.93 -0.54
H34 -8.91 -0.51 -0.10
H35 -8.95 -0.30 -1.80
H36 -6.45 0.78 -0.41
H37 -8.00 1.65 -0.55
H38 -7.77 1.32 -2.84
H39 -5.31 2.55 -1.65
H40 -6.86 3.17 -1.41
H41 -6.22 2.62 -4.48
H42 -5.39 3.80 -3.58
H43 -8.61 3.24 -5.28
H44 -7.33 4.36 -5.71
H45 -8.82 4.97 -5.05
C21 7.52 -5.71 5.44
O13 7.01 -5.48 6.79
C22 6.02 -4.45 6.82
C23 4.79 -4.48 5.92
N4 5.04 -3.65 4.78
C24 4.13 -3.74 3.61
C25 4.49 -2.58 2.61
O14 3.87 -1.29 2.92
C26 4.03 -0.32 1.90
H46 8.25 -6.51 5.32
H47 8.05 -4.84 5.06
H48 6.69 -5.78 4.74
H49 6.45 -3.46 6.86
H50 5.48 -4.49 7.76
H51 3.93 -4.18 6.51
H52 4.60 -5.52 5.64
H53 5.21 -2.69 5.02
H54 3.08 -3.59 3.87
H55 4.13 -4.69 3.08
H56 4.34 -2.93 1.59
H57 5.57 -2.44 2.59
H58 4.45 -0.65 0.95
H59 4.53 0.60 2.21
H60 3.14 0.14 1.46
C27 1.21 -5.27 -4.97
O15 1.30 -3.87 -5.03
C28 0.67 -3.13 -3.99
C29 1.12 -1.65 -4.09
N5 2.56 -1.41 -4.21
C30 3.02 -1.23 -2.79
C31 4.49 -0.77 -2.83
O16 5.40 -1.91 -3.00
C32 5.69 -2.50 -1.79
H61 1.70 -5.58 -5.89
H62 0.29 -5.82 -4.76
H63 1.93 -5.50 -4.19
H64 1.02 -3.40 -2.99
H65 -0.42 -3.20 -3.95
H66 0.52 -1.11 -3.36
H67 0.75 -1.28 -5.05
H68 2.95 -2.30 -4.51
H69 2.88 -2.21 -2.33
H70 2.45 -0.48 -2.24
H71 4.76 -0.14 -1.98
H72 4.63 -0.15 -3.71
H73 6.20 -3.38 -2.18
H74 4.89 -2.73 -1.09
H75 6.52 -2.10 -1.21
C33 -5.84 3.77 1.02
O17 -5.44 2.42 0.78
C34 -4.13 2.14 1.28
C35 -4.04 0.55 1.07
N6 -3.77 0.11 -0.27
C36 -3.28 -1.26 -0.26
C37 -3.17 -1.76 -1.69
O18 -4.51 -1.89 -2.33
C38 -4.66 -2.77 -3.40
H76 -6.93 3.86 1.06
H77 -5.41 4.53 0.37
H78 -5.56 3.95 2.06
H79 -4.16 2.36 2.35
H80 -3.27 2.66 0.87
H81 -4.95 0.05 1.40
H82 -3.20 0.24 1.70
H83 -3.16 0.71 -0.81
H84 -3.78 -1.88 0.50
H85 -2.25 -1.17 0.08
H86 -2.68 -2.73 -1.79
H87 -2.64 -1.05 -2.32
H88 -5.70 -3.09 -3.34
H89 -4.03 -3.66 -3.34
H90 -4.61 -2.46 -4.44
C39 -0.25 1.19 3.09
O19 0.13 2.47 3.66
C40 0.69 3.45 2.77
C41 0.67 4.91 3.24
N7 1.10 4.97 4.59
C42 2.46 4.36 4.85
C43 2.48 4.17 6.39
O20 2.61 5.44 7.00
C44 2.38 5.38 8.39
H91 -0.30 0.54 3.97
H92 0.52 0.79 2.44
H93 -1.26 1.28 2.69
H94 -0.02 3.58 1.95
H95 1.71 3.16 2.51
H96 -0.35 5.26 3.09
H97 1.25 5.62 2.65
H98 0.46 4.59 5.27
H99 3.23 5.04 4.50
H100 2.73 3.49 4.25
H101 3.39 3.62 6.60
H102 1.73 3.50 6.80
H103 1.35 5.15 8.68
H104 2.55 6.40 8.72
H105 3.13 4.72 8.83

Values from the calculation:
Highest occupied orbital energy in eV: 3.2
Maximum force in eV Å⁻¹: 8.269
Total charge: -3
Gap between HOMO and LUMO in eV: 0.9

[2]
# C4H3N3O

A single C4H3N3O molecule at a distorted geometry (ωB97M-V with the def2-TZVPD basis set, the Open Molecules 2025 dataset).

Cartesian coordinates (Å):
C1 -2.16 0.05 -0.52
C2 0.99 -0.04 0.78
C3 1.37 1.24 0.01
C4 1.57 -1.00 -0.18
H1 -2.98 -0.29 0.19
H2 -2.47 -0.04 -1.67
H3 1.26 0.12 1.82
N1 -0.86 0.03 -0.33
N2 1.68 2.25 -0.50
N3 1.98 -2.02 -0.65
O1 -0.38 -0.29 1.04

Values from the calculation:
Highest occupied orbital energy in eV: -11.4
Maximum force in eV Å⁻¹: 5.562
SMILES: C=NOC(C#N)C#N
Energy above the lowest of the compared OMol25 structures with the same formula, charge and spin in kcal/mol: 102.5
Gap between HOMO and LUMO in eV: 11.4

| no. | LUMO level (eV) |
| --- | --- |
| 1 | 4.11 |
| 2 | -0.01 |